[1]
38
Properties=species:S:1:pos:R:3:lowdin_charge:R:1 method="wB97M-V/def2-TZVPD" orbital_gap_ev=9.70 smiles="CC(C)(C)C(=O)CCc1cnnn1-c1ccccc1" de_lowest_kj_mol=284.5 multiplicity=1 homo_energy_ev=-9.16 lumo_ev=0.54
C 2.139 -1.292 -2.485 -0.053
C 1.544 -1.247 -1.069 -0.529
C 0.402 -2.304 -1.056 -0.057
C 2.644 -1.653 -0.085 -0.039
C 1.097 0.196 -0.733 -0.324
O 1.719 1.148 -1.203 0.092
C -0.014 0.309 0.298 -0.111
C -0.255 1.704 0.911 -0.114
C -1.483 1.694 1.827 -0.192
C -1.492 2.122 3.123 -0.080
N -2.796 1.994 3.597 -0.002
N -3.553 1.570 2.678 0.027
N -2.815 1.371 1.558 -0.030
C -3.409 0.952 0.343 -0.176
C -2.888 1.350 -0.907 -0.019
C -3.558 1.002 -2.085 -0.089
C -4.674 0.220 -2.054 -0.096
C -5.213 -0.198 -0.813 -0.059
C -4.564 0.138 0.385 -0.010
H 1.454 -0.808 -3.142 0.078
H 3.098 -0.811 -2.471 0.079
H 2.277 -2.324 -2.808 0.088
H -0.365 -2.171 -1.847 0.097
H -0.111 -2.347 -0.113 0.061
H 0.819 -3.320 -1.176 0.091
H 3.289 -0.797 0.112 0.093
H 2.187 -1.977 0.860 0.087
H 3.241 -2.459 -0.495 0.086
H 0.278 -0.339 1.157 0.144
H -0.932 -0.080 -0.147 0.104
H 0.606 1.906 1.551 0.121
H -0.327 2.503 0.193 0.106
H -0.642 2.546 3.669 0.111
H -2.020 1.970 -0.947 0.096
H -3.126 1.373 -3.020 0.114
H -5.135 -0.049 -2.985 0.097
H -6.111 -0.825 -0.815 0.107
H -4.980 -0.156 1.333 0.101


[2]
41
Properties=species:S:1:pos:R:3:lowdin_charge:R:1 method="wB97M-V/def2-TZVPD" orbital_gap_ev=9.59 smiles="CCOCCc1nnc(NC(=O)[C@H](C)Oc2ccccc2)s1" de_lowest_kj_mol=262.5 multiplicity=1 homo_energy_ev=-8.97 lumo_ev=0.62
C 2.067 1.779 3.730 -0.066
C 1.647 0.393 3.268 -0.284
O 2.056 -0.543 4.246 -0.142
C 1.949 -1.887 3.875 -0.237
C 0.504 -2.425 3.831 -0.154
C -0.243 -2.013 2.621 -0.598
N -1.415 -1.488 2.631 -0.005
N -1.904 -1.205 1.430 0.011
C -1.099 -1.523 0.473 -0.571
N -1.379 -1.314 -0.850 0.130
C -0.498 -1.622 -1.846 -0.462
O 0.566 -2.157 -1.634 0.021
C -1.025 -1.276 -3.241 -0.276
C 0.102 -1.159 -4.265 -0.005
O -1.907 -0.170 -3.227 -0.029
C -1.448 1.075 -2.866 -0.261
C -0.249 1.334 -2.214 -0.024
C 0.077 2.635 -1.868 -0.072
C -0.779 3.681 -2.161 -0.095
C -1.977 3.421 -2.806 -0.080
C -2.311 2.129 -3.158 -0.005
S 0.407 -2.237 0.993 1.140
H 3.146 1.821 3.848 0.075
H 1.605 2.000 4.688 0.077
H 1.754 2.523 3.002 0.073
H 2.120 0.150 2.303 0.117
H 0.557 0.357 3.137 0.113
H 2.502 -2.433 4.643 0.126
H 2.429 -2.061 2.899 0.105
H 0.554 -3.516 3.858 0.119
H -0.043 -2.077 4.709 0.128
H -2.259 -0.863 -1.068 0.164
H -1.676 -2.115 -3.529 0.169
H 0.761 -2.015 -4.161 0.088
H -0.313 -1.137 -5.269 0.090
H 0.678 -0.251 -4.107 0.081
H 0.440 0.540 -1.965 0.110
H 1.012 2.825 -1.363 0.107
H -0.515 4.691 -1.888 0.101
H -2.654 4.228 -3.039 0.105
H -3.240 1.907 -3.660 0.119


[3]
50
Properties=species:S:1:pos:R:3:lowdin_charge:R:1 method="wB97M-V/def2-TZVPD" orbital_gap_ev=6.43 de_lowest_kj_mol=105.9 multiplicity=1 charge=-1 homo_energy_ev=-4.01 lumo_ev=2.42
Zr -0.502 0.655 0.290 1.463
O 2.336 -2.416 0.900 0.027
C 1.845 -1.291 0.813 -0.507
N 0.711 -0.833 1.352 -0.124
C 0.018 -1.678 2.291 -0.159
C -0.734 -0.774 3.231 -0.247
C -1.255 -1.240 4.434 -0.016
C -1.933 -0.362 5.252 -0.061
C -2.080 0.958 4.844 -0.051
C -1.554 1.334 3.626 -0.127
N -0.880 0.491 2.840 0.033
C 2.562 -0.192 0.077 -0.201
C 3.825 -0.388 -0.436 -0.008
C 4.456 0.667 -1.084 -0.058
C 3.788 1.867 -1.198 -0.040
C 2.510 1.984 -0.663 -0.199
N 1.911 0.984 -0.024 0.014
H -0.696 -2.350 1.797 0.130
H 0.721 -2.307 2.844 0.127
H -1.124 -2.279 4.705 0.116
H -2.349 -0.697 6.194 0.104
H -2.609 1.681 5.449 0.103
H -1.679 2.339 3.246 0.061
H 4.283 -1.359 -0.312 0.113
H 5.453 0.546 -1.491 0.103
H 4.228 2.718 -1.699 0.110
H 1.967 2.911 -0.740 -0.076
Se -0.687 3.391 0.904 -0.070
Se 1.155 4.722 0.864 -0.089
Se 0.222 3.272 -2.905 -0.079
Se -1.412 2.778 -1.391 -0.027
C -1.939 -0.102 -3.420 -0.169
P -0.378 -0.745 -2.839 0.610
C 0.830 -0.516 -4.142 -0.163
C -0.560 -2.505 -2.545 -0.150
O 0.149 -0.055 -1.595 -0.541
H -2.274 -0.669 -4.291 0.065
H -1.784 0.942 -3.698 0.018
H -2.684 -0.168 -2.622 0.034
H 0.501 -0.970 -5.077 0.056
H 1.778 -0.952 -3.826 0.059
H 0.951 0.563 -4.261 0.018
H -0.727 -3.041 -3.480 0.056
H -1.400 -2.648 -1.867 0.050
H 0.349 -2.871 -2.067 0.064
O -2.561 1.011 0.842 -0.577
S -3.165 -0.307 0.353 0.313
O -3.700 -1.067 1.449 -0.296
O -1.846 -0.943 -0.148 -0.494
O -4.038 -0.092 -0.774 -0.313


[4]
42
Properties=species:S:1:pos:R:3:lowdin_charge:R:1 method="wB97M-V/def2-TZVPD" orbital_gap_ev=9.35 smiles="CCOC(=O)c1ccc(S(=O)(=O)N2CCC(C(=O)O)CC2)cc1" de_lowest_kj_mol=0.0 multiplicity=1 homo_energy_ev=-9.37 lumo_ev=-0.02
C -4.164 -1.672 5.944 -0.063
C -2.648 -1.641 5.920 -0.219
O -2.230 -1.061 4.682 -0.009
C -0.914 -0.927 4.507 -0.451
O -0.095 -1.269 5.325 0.121
C -0.572 -0.307 3.197 -0.109
C -1.555 0.034 2.269 0.011
C -1.189 0.610 1.067 -0.036
C 0.148 0.843 0.803 -0.264
S 0.579 1.589 -0.770 0.684
O -0.283 2.710 -1.005 -0.275
O 2.000 1.813 -0.793 -0.285
N 0.095 0.359 -1.799 -0.228
C 1.019 -0.752 -1.877 -0.181
C 2.205 -0.462 -2.799 -0.113
C 1.742 0.009 -4.184 -0.220
C 1.100 -1.101 -4.988 -0.502
O 0.314 -1.920 -4.592 0.111
O 1.503 -1.065 -6.264 0.118
C 0.743 1.169 -4.027 -0.104
C -0.401 0.780 -3.092 -0.184
C 1.133 0.512 1.714 -0.038
C 0.772 -0.067 2.917 0.012
H -4.540 -2.270 5.119 0.077
H -4.561 -0.665 5.854 0.078
H -4.504 -2.105 6.881 0.078
H -2.224 -2.649 5.997 0.130
H -2.245 -1.041 6.743 0.129
H -2.591 -0.154 2.499 0.121
H -1.920 0.894 0.327 0.119
H 1.372 -0.953 -0.863 0.120
H 0.463 -1.620 -2.241 0.124
H 2.804 0.332 -2.351 0.105
H 2.820 -1.359 -2.892 0.128
H 2.602 0.359 -4.761 0.149
H 1.070 -1.764 -6.781 0.134
H 1.270 2.019 -3.589 0.123
H 0.349 1.465 -5.001 0.128
H -1.055 1.635 -2.917 0.115
H -0.982 -0.047 -3.509 0.129
H 2.162 0.722 1.468 0.116
H 1.511 -0.340 3.655 0.124


[5]
42
Properties=species:S:1:pos:R:3:lowdin_charge:R:1 method="wB97M-V/def2-TZVPD" orbital_gap_ev="2.47 / 2.47" de_lowest_kj_mol=243.1 multiplicity=1 charge=-2 homo_energy_ev="1.98 / 1.98" lumo_ev="4.44 / 4.44"
C 2.687 -0.081 -4.342 -0.585
I 1.034 1.230 -3.514 0.152
H 2.393 -0.253 -5.383 -0.070
H 2.859 -1.050 -3.846 -0.056
H 3.606 0.515 -4.350 -0.059
C -1.012 -3.777 0.162 -0.075
C -0.290 -1.784 -0.631 -0.457
N -0.491 -2.531 0.499 -0.156
H -1.680 -4.513 -1.799 0.099
I -2.562 0.479 -0.308 -0.158
N -0.845 -2.518 -1.647 -0.152
H -1.222 -4.524 0.912 0.105
Bi 0.364 0.393 -0.601 0.886
C 2.996 -0.589 -1.088 -0.203
O 3.903 -1.113 -0.641 -0.016
C -1.236 -3.762 -1.170 -0.083
C -1.214 -2.062 -2.973 -0.065
H -2.237 -1.672 -2.972 0.071
H -1.170 -2.911 -3.661 0.076
H -0.543 -1.276 -3.315 0.008
C -0.388 -2.088 1.881 -0.062
H 0.182 -2.828 2.461 0.085
H -1.396 -1.997 2.317 0.088
H 0.111 -1.108 1.942 0.028
C 1.587 0.213 4.160 -0.103
C 1.022 1.515 3.731 -0.268
C 0.760 2.501 4.664 -0.123
C 0.274 3.773 4.310 -0.174
C -0.023 4.048 2.967 -0.125
C 0.206 3.100 1.990 -0.256
C -0.119 3.467 0.577 -0.146
C 0.733 1.793 2.344 -0.423
N 0.985 0.828 1.497 -0.266
H 1.848 -0.386 3.293 0.039
H 0.872 -0.345 4.776 0.065
H 2.488 0.361 4.767 0.062
H 0.964 2.305 5.715 0.083
H 0.117 4.571 5.049 0.059
H -0.427 5.022 2.656 0.089
H -1.069 3.002 0.247 -0.008
H -0.258 4.561 0.478 0.065
H 0.674 3.178 -0.136 0.029